No. 1
Computed, not measured: a cluster of 2 separate species, C7H14N2O5S in total at a distorted geometry, with the ωB97M-V functional and the def2-TZVPD basis.

Computed properties:
HOMO (Ha): -0.25728
HOMO-LUMO gap (eV): 5.7
Multiplicity: 1

The geometry in XYZ format:
```
29
Properties=species:S:1:pos:R:3:nbo_charge:R:1
C 2.28083 0.88945 -0.09810 0.530
C -0.93487 2.69251 -0.21672 -0.247
C -1.92122 1.63180 0.29232 -0.563
C 0.75493 1.01624 -0.15558 -0.318
C 0.08458 0.02997 0.67309 0.585
C 0.04448 -2.92034 -1.44566 -0.255
C -0.42407 -1.50535 2.36976 -0.247
N 0.36154 2.32156 0.28547 -0.589
N 2.74051 -0.40256 -0.21759 -0.407
O 2.97520 1.91286 -0.05192 -0.718
O -2.56126 -0.98749 0.36207 -0.951
O 4.12857 -0.54182 0.20331 -0.601
O 0.76110 -1.90384 -0.63495 -0.765
O 0.45927 -0.52861 1.76784 -0.407
S -1.51170 -0.17144 -0.23368 1.247
H -1.12114 2.44528 -1.32073 0.174
H -1.20428 3.67840 0.22746 0.245
H -1.96163 1.51363 1.42974 0.218
H -2.96905 1.69421 0.05302 0.247
H 0.47322 0.96988 -1.15897 0.231
H 0.04038 -3.81940 -0.87210 0.183
H 0.33751 -2.97558 -2.44860 0.191
H -1.02730 -2.61223 -1.38653 0.172
H 0.23626 -1.75037 3.26723 0.227
H -0.66036 -2.33485 1.76097 0.222
H -1.28323 -0.94110 2.51173 0.201
H 1.07356 2.92065 0.07609 0.414
H 1.61226 -1.71520 -0.86785 0.521
H 4.41725 0.38901 0.52099 0.463
```



No. 2
Computed, not measured: a cluster of 2 separate species, C7H14N2S in total at a distorted geometry, with the ωB97M-V functional and the def2-TZVPD basis.

Computed properties:
HOMO (Ha): -0.31042
SMILES: CCc1c[nH]cn1.CSC
HOMO-LUMO gap (eV): 9.2
Multiplicity: 1

The geometry in XYZ format:
```
24
Properties=species:S:1:pos:R:3:nbo_charge:R:1
C 0.53349 1.49240 -2.75326 -0.722
C -2.18837 2.11078 -1.84563 -0.752
S -0.45508 2.59486 -1.60324 0.135
H 0.39084 1.87762 -3.75312 0.226
H 1.55292 1.66578 -2.39341 0.228
H 0.36389 0.48000 -2.40789 0.231
H -2.59683 2.46601 -2.79050 0.215
H -2.64744 2.64908 -1.00489 0.226
H -2.50142 1.08472 -1.63030 0.217
C 0.64227 -2.54143 1.56290 -0.422
C -0.63047 -2.83157 0.75931 -0.593
C 0.92796 -1.06176 1.65725 0.084
C 0.05458 -0.02721 1.72559 -0.113
C 2.05116 0.76547 1.30815 0.159
N 2.17049 -0.53068 1.28085 -0.463
N 0.73586 1.13560 1.50436 -0.523
H 0.51844 -2.97457 2.56059 0.204
H 1.54192 -3.01559 1.16090 0.225
H -0.83820 -3.87578 0.96954 0.206
H -1.01823 -0.06419 1.82453 0.209
H 2.88508 1.44186 1.27925 0.197
H 0.38197 2.04647 1.73907 0.418
H -0.41390 -2.63897 -0.28500 0.208
H -1.46092 -2.24891 1.13497 0.198
```



No. 3
Computed, not measured: a cluster of 2 separate species, C7H14N2S in total at a distorted geometry, with the ωB97M-V functional and the def2-TZVPD basis.

Computed properties:
HOMO (Ha): -0.31819
SMILES: CCc1c[nH]cn1.CCS
HOMO-LUMO gap (eV): 9.4
Multiplicity: 1

The geometry in XYZ format:
```
24
Properties=species:S:1:pos:R:3:nbo_charge:R:1
C -0.89600 3.36902 0.65604 -0.511
C -0.22021 2.08089 0.17879 -0.622
S -2.63557 3.23406 0.15447 -0.067
H -0.87017 3.37629 1.73694 0.215
H -0.42097 4.26795 0.27239 0.209
H -0.19008 1.33995 0.97586 0.225
H -3.28137 4.12008 0.92617 0.122
H 0.79893 2.24675 -0.14376 0.220
H -0.79254 1.58736 -0.60883 0.207
C 1.18774 -2.37060 0.78968 -0.422
C 0.08985 -3.23865 1.37341 -0.606
C 0.77806 -1.45109 -0.32085 0.089
C -0.09508 -1.51374 -1.37149 -0.113
C 1.29402 0.20162 -1.63357 0.167
N 1.69327 -0.44829 -0.57641 -0.467
N 0.24264 -0.47039 -2.18615 -0.526
H 1.69965 -1.79483 1.54602 0.226
H 1.94408 -3.04396 0.37223 0.212
H -0.53260 -3.77394 0.65585 0.203
H -0.93047 -2.12072 -1.68242 0.217
H 1.67374 1.05689 -2.17045 0.198
H -0.31543 -0.09579 -2.93612 0.410
H -0.68693 -2.63514 1.86687 0.202
H 0.46545 -3.92370 2.12531 0.212
```



No. 4
Computed, not measured: a structure of composition C7H14N3 at a distorted geometry, with the ωB97M-V functional and the def2-TZVPD basis.

Computed properties:
HOMO (Ha): -0.45120
Charge: +1
HOMO-LUMO gap (eV): 9.1
Multiplicity: 1

The geometry in XYZ format:
```
24
Properties=species:S:1:pos:R:3:nbo_charge:R:1
C 1.98550 -1.25480 0.23681 -0.045
C 2.25935 0.05489 -0.04022 0.145
C 0.09482 -0.03705 0.14072 0.426
C 3.58567 0.71563 -0.16833 -0.638
C -2.02449 -0.70973 -1.46646 -0.560
C -2.20425 -0.25907 1.36402 -0.634
C -1.38293 0.25335 0.14136 0.122
N 0.64909 -1.32836 0.49071 -0.476
N 1.11336 0.74468 -0.15159 -0.459
N -1.64282 1.62805 -0.18245 -0.862
H 2.65489 -2.06331 0.48092 0.254
H 4.39305 0.11691 -0.51790 0.256
H 3.40276 1.50301 -0.80512 0.220
H 3.92964 1.09239 0.74139 0.241
H -1.86220 -1.70162 -1.17805 0.198
H -3.13133 -0.59868 -1.42257 0.218
H -1.52600 -0.20524 -2.26118 0.209
H -3.30295 -0.28827 1.18027 0.246
H -1.96373 0.35704 2.12753 0.227
H -2.10486 -1.33810 1.54836 0.228
H 0.12222 -2.08179 0.89406 0.450
H 1.15059 1.71269 -0.18932 0.453
H -1.58861 1.96295 -1.14336 0.391
H -2.60677 1.72444 0.18040 0.389
```



Look up the multiplicity of the third one. 1



What did the first record say?
Computed, not measured: a cluster of 2 separate species, C7H14N2O5S in total at a distorted geometry, with the ωB97M-V functional and the def2-TZVPD basis.

Computed properties:
HOMO (Ha): -0.25728
HOMO-LUMO gap (eV): 5.7
Multiplicity: 1

The geometry in XYZ format:
```
29
Properties=species:S:1:pos:R:3:nbo_charge:R:1
C 2.28083 0.88945 -0.09810 0.530
C -0.93487 2.69251 -0.21672 -0.247
C -1.92122 1.63180 0.29232 -0.563
C 0.75493 1.01624 -0.15558 -0.318
C 0.08458 0.02997 0.67309 0.585
C 0.04448 -2.92034 -1.44566 -0.255
C -0.42407 -1.50535 2.36976 -0.247
N 0.36154 2.32156 0.28547 -0.589
N 2.74051 -0.40256 -0.21759 -0.407
O 2.97520 1.91286 -0.05192 -0.718
O -2.56126 -0.98749 0.36207 -0.951
O 4.12857 -0.54182 0.20331 -0.601
O 0.76110 -1.90384 -0.63495 -0.765
O 0.45927 -0.52861 1.76784 -0.407
S -1.51170 -0.17144 -0.23368 1.247
H -1.12114 2.44528 -1.32073 0.174
H -1.20428 3.67840 0.22746 0.245
H -1.96163 1.51363 1.42974 0.218
H -2.96905 1.69421 0.05302 0.247
H 0.47322 0.96988 -1.15897 0.231
H 0.04038 -3.81940 -0.87210 0.183
H 0.33751 -2.97558 -2.44860 0.191
H -1.02730 -2.61223 -1.38653 0.172
H 0.23626 -1.75037 3.26723 0.227
H -0.66036 -2.33485 1.76097 0.222
H -1.28323 -0.94110 2.51173 0.201
H 1.07356 2.92065 0.07609 0.414
H 1.61226 -1.71520 -0.86785 0.521
H 4.41725 0.38901 0.52099 0.463
```



The lowest HOMO belongs to which entry? C7H14N3